[1]
The following is a DFT calculation (ωB97M-V with the def2-TZVPD basis set) of a molecular structure, C3H32NO13S2 at a distorted geometry.

CARTESIAN COORDINATES (ANGSTROEM)
N 1.335 -1.570 1.629
C 1.396 -0.137 1.172
C 0.667 -0.044 -0.216
O -0.632 -0.484 -0.097
C 2.847 0.207 1.026
S 3.984 1.255 1.842
S 2.982 3.157 2.194
H 1.673 -1.662 2.596
H 0.252 -1.773 1.713
H 0.939 0.521 2.037
H 0.648 0.976 -0.464
H 0.966 -0.800 -0.987
H 3.064 0.376 -0.074
H 3.397 -0.887 1.226
H 1.737 2.867 2.443
H -3.348 1.791 0.039
H -1.733 -0.673 -1.325
O -3.901 2.432 -0.440
H -0.854 1.858 3.557
H -0.184 0.727 3.896
O 0.059 1.713 3.686
H 2.525 -3.615 -1.114
H 2.594 -3.055 0.389
O 3.063 -3.384 -0.313
H -0.180 -0.940 3.566
H -1.564 -0.725 3.652
O -0.796 -1.081 4.216
H -2.534 0.975 -2.534
H -1.853 2.080 -2.318
O -2.526 1.902 -2.931
H 0.176 0.925 -3.130
H -0.942 1.773 -3.709
O 0.054 1.829 -3.368
H 0.408 -0.885 -4.373
H 1.698 -0.876 -3.613
O 1.389 -1.299 -4.366
H -3.979 0.487 0.776
H -3.598 -1.017 1.403
O -3.477 -0.340 0.647
H -2.952 -0.748 -2.422
H -2.203 -0.212 2.065
O -1.990 -0.552 -2.398
H -1.135 -0.002 0.907
H -3.685 2.762 -1.221
O -1.367 0.111 2.209
H -0.274 -3.922 -0.994
H 0.488 -3.338 0.201
O 0.516 -4.087 -0.531
H 2.524 1.980 -1.445
H 1.699 2.791 -2.545
O 2.630 2.612 -2.157

Values from the calculation:
net charge	-1
E_LUMO	2.1	eV
molecular weight	354.42	g/mol
multiplicity	1
HOMO level	-5.73	eV
total energy	-53405.9025	eV
energy relative to the best compared isomer or geometry (same formula, charge and spin)	105.35	kcal per mole


[2]
The following is a DFT calculation (ωB97M-V with the def2-TZVPD basis set) of 12 unconnected molecules or ions with the total composition C3H32NO13S2 at a distorted geometry.

CARTESIAN COORDINATES (ANGSTROEM)
N 2.210 -0.004 -0.578
C 1.779 0.820 0.749
C 0.342 0.391 1.256
O 0.313 -0.978 1.282
C 2.034 2.297 0.562
S 3.417 2.805 1.840
S 2.488 2.991 3.636
H 2.080 0.384 -1.477
H 3.154 -0.284 -0.438
H 2.292 -3.179 0.464
H 2.514 0.333 1.491
H 0.127 0.645 2.321
H 2.632 2.480 -0.226
H 1.209 3.062 0.652
H 1.698 1.914 3.929
H -5.149 0.004 0.553
H -5.723 1.376 0.258
O -5.051 0.662 -0.075
H -2.367 -1.029 -3.698
H -1.435 0.913 0.624
O -0.469 1.028 0.331
H 1.557 -3.043 -0.879
H 1.513 -0.781 -0.595
O 2.281 -2.790 -0.417
H -0.501 -1.266 0.794
H -4.093 -1.463 -2.235
O -4.251 -1.646 -1.222
H -1.614 -4.585 1.880
H -1.425 -3.523 2.903
O -2.097 -3.818 2.175
H -1.774 -1.207 -1.599
H -0.681 -0.269 -2.250
O -1.112 -1.066 -2.311
H -3.177 -0.333 0.865
H -3.573 1.173 0.570
O -2.958 0.524 1.057
H 1.825 -0.624 -3.171
H 1.950 0.515 -4.403
O 1.940 0.386 -3.309
H -3.573 -2.287 -3.804
H -4.780 -0.781 -1.100
O -3.306 -1.314 -3.765
H -0.841 -3.199 -1.106
H -0.229 -3.615 -2.401
O -0.028 -3.448 -1.418
H 2.121 2.241 -2.878
H 1.730 3.621 -2.921
O 2.403 3.047 -2.557
H -1.826 -2.896 0.981
H -2.991 -2.401 -0.480
O -2.106 -2.546 0.031

Values from the calculation:
net charge	+1
E_LUMO	-2.8	eV
molecular weight	354.42	g/mol
multiplicity	1
HOMO level	-10.95	eV
total energy	-53399.7222	eV
energy relative to the best compared isomer or geometry (same formula, charge and spin)	75.90	kcal per mole


[3]
The following is a DFT calculation (ωB97M-V with the def2-TZVPD basis set) of 12 unconnected molecules or ions with the total composition C3H32NO13S2 at a distorted geometry.

CARTESIAN COORDINATES (ANGSTROEM)
N -1.911 0.951 -1.766
C -2.100 1.355 -0.332
C -0.817 0.766 0.458
O 0.187 1.168 -0.452
C -3.305 0.700 0.359
S -3.220 1.440 2.062
S -4.380 -0.166 3.109
H -1.655 -0.150 -1.946
H -2.696 1.347 -2.280
H 0.143 3.560 -2.904
H -2.145 2.432 -0.303
H -0.583 1.085 1.452
H -4.378 1.222 0.095
H -3.380 -0.320 0.349
H -3.584 -1.272 2.997
H 2.238 -2.071 3.368
H 0.896 -2.045 4.046
O 1.363 -2.480 3.302
H 3.857 -2.669 -1.065
H -0.701 -1.195 1.234
O -0.877 -0.614 0.322
H 0.659 2.360 -2.262
H -0.982 1.294 -2.098
O -0.020 2.588 -2.897
H 1.049 0.943 -0.283
H 3.920 -1.134 1.800
O 3.106 -1.008 1.405
H 1.491 4.315 0.922
H 0.608 2.998 1.374
O 0.819 3.835 1.599
H 1.590 -0.297 -2.278
H 2.973 -0.726 -2.835
O 1.985 -1.034 -2.830
H 0.169 -2.893 2.200
H -0.959 -3.204 1.364
O -0.775 -2.454 1.937
H -0.136 -1.587 -3.246
H -1.516 -1.689 -4.152
O -1.081 -1.319 -3.299
H 2.592 -1.952 -1.680
H 2.714 -1.813 1.082
O 2.907 -2.481 -0.775
H 2.834 3.522 -1.716
H 2.568 2.433 -0.663
O 2.143 2.983 -1.355
H -3.326 -4.004 1.975
H -3.385 -3.589 0.494
O -3.298 -3.342 1.386
H 2.945 2.230 1.132
H 2.832 0.535 0.960
O 2.627 1.449 0.633

Values from the calculation:
net charge	+1
E_LUMO	-2.6	eV
molecular weight	354.42	g/mol
multiplicity	1
HOMO level	-11.09	eV
total energy	-53400.0437	eV
energy relative to the best compared isomer or geometry (same formula, charge and spin)	68.48	kcal per mole


[4]
The following is a DFT calculation (ωB97M-V with the def2-TZVPD basis set) of 15 unconnected molecules or ions with the total composition C3H33NO16S at a distorted geometry.

CARTESIAN COORDINATES (ANGSTROEM)
O 0.534 1.723 0.770
C 0.091 0.870 0.004
O -0.748 1.153 -0.831
C 0.252 -0.694 0.272
C 0.822 -1.496 -0.939
S 1.989 -2.834 -0.545
N -1.041 -1.123 0.787
H 0.990 -0.778 1.154
H 0.020 -1.860 -1.632
H 1.377 -0.818 -1.680
H -1.167 -2.059 0.723
H -1.865 -0.711 0.331
H 1.946 2.217 -3.270
H 1.856 2.004 -1.945
O 2.488 2.400 -2.576
H -4.025 -0.190 -0.460
H -3.517 -1.606 -0.851
O -3.812 -0.743 -1.189
H -1.963 2.923 -0.531
H -0.959 2.785 0.695
O -1.616 3.411 0.341
H -0.436 -0.742 -2.434
H -0.766 -0.506 -4.028
O -0.556 -1.124 -3.395
H 1.970 3.705 0.849
H 0.604 3.657 0.298
O 1.406 4.276 0.576
H 0.525 -3.494 1.653
H 0.734 -3.923 0.380
O -0.069 -3.919 1.162
H 1.724 -1.068 3.356
H 0.231 -0.455 3.344
O 0.893 -1.061 3.776
H -1.510 -4.079 -1.088
H -1.634 -3.671 0.332
O -2.215 -3.764 -0.493
H -1.920 0.991 -1.970
H -2.845 -0.064 -2.505
O -2.377 0.691 -2.849
H -0.026 2.378 -2.092
H -0.743 1.670 -3.285
O -0.058 2.295 -3.013
H 0.485 2.558 3.136
H -0.113 1.158 2.490
O 0.030 1.743 3.348
H 2.370 1.863 1.171
H 3.536 1.190 1.040
O 3.203 1.802 1.605
H -2.920 1.510 0.955
H -3.075 0.429 2.073
O -3.342 0.698 1.138
H 2.169 -2.495 2.391
H 3.293 -1.951 1.565
O 3.005 -2.013 2.507

Values from the calculation:
net charge	-2
E_LUMO	4.9	eV
molecular weight	371.35	g/mol
multiplicity	1
HOMO level	-2.31	eV
total energy	-48732.3119	eV
energy relative to the best compared isomer or geometry (same formula, charge and spin)	52.65	kcal per mole


Which of these has the lowest E_LUMO?
number 2


Look up the E_LUMO of the first one.
2.1 eV


What is the net charge in the third record?
+1